The following is a quantum chemistry calculation of a structure of composition C40H36AgN2O2PSSi, from OMol25.

Each line ends with the Mulliken charge.
Element x y z (Å)
C: 4.240 0.373 3.150  0.3812
H: 2.753 1.212 6.828  0.3860
H: 3.331 -1.961 5.383  0.3028
C: 4.194 0.516 0.415  -0.1096
C: -1.905 -2.158 -1.395  0.6852
H: 1.832 1.020 5.322  0.2772
H: 5.101 -1.950 5.373  0.3140
H: 2.161 -6.049 -3.169  0.3627
C: 2.865 1.815 -3.100  -0.5617
S: 1.836 -0.962 3.124  -0.2628
C: 0.218 2.866 1.368  -0.5392
C: 3.195 -0.209 2.369  0.1364
C: 0.991 1.662 -1.014  0.8380
C: 1.265 0.554 -1.816  0.0240
H: 0.293 -7.294 -4.228  0.3511
C: 5.260 1.026 2.470  -0.0181
C: -4.147 -0.540 -1.838  -0.2612
C: -4.089 2.686 -0.660  -0.9720
H: 6.067 1.492 3.028  0.2835
H: 1.667 -4.062 -1.737  0.4521
C: 2.185 0.629 -2.854  -0.6933
H: 5.797 1.132 6.736  0.2770
C: -3.801 -0.917 -0.546  -0.5933
H: 2.026 1.867 1.925  -0.0200
H: 4.120 0.563 -0.669  0.3291
C: -1.747 2.072 -0.616  0.3933
C: -3.987 3.072 -1.985  -0.6753
H: -1.489 4.118 1.024  0.2988
H: 4.230 -1.395 6.812  0.2979
C: 2.786 1.336 5.741  -0.9233
C: -1.465 -4.856 -2.653  -0.1472
C: 1.683 2.845 -1.273  -0.2095
C: -0.647 -2.956 -1.130  -0.0862
C: -1.664 2.440 -1.963  -0.8083
H: -1.661 -2.105 -3.525  0.4884
H: -0.731 2.344 -2.499  0.3860
C: 2.614 2.923 -2.301  -0.7301
H: -4.850 3.464 -2.512  0.3227
H: 3.592 1.872 -3.902  0.2944
C: -3.370 -0.965 -2.907  -1.0042
C: -0.526 4.033 1.510  -0.5422
H: -2.388 -1.978 0.676  0.3497
H: 3.145 3.852 -2.477  0.3534
H: -4.995 0.112 -2.003  0.3989
C: -3.138 1.710 1.464  0.3742
C: -1.210 -5.985 -3.425  -0.7422
H: 5.849 2.194 5.329  0.2969
H: -2.485 -4.521 -2.512  0.3787
P: -0.293 1.439 0.332  2.1711
C: -2.988 2.181 0.020  0.5867
C: 5.252 1.115 1.078  -0.9670
H: -4.375 -0.553 0.299  0.3849
O: -4.282 1.677 1.947  -0.8632
C: -2.265 -1.776 -2.686  0.0462
H: -3.616 -0.650 -3.915  0.3273
C: -2.771 2.933 -2.639  -0.6485
C: 1.922 3.821 2.792  -0.5506
C: 1.138 -5.718 -3.025  -0.5040
H: 1.494 3.719 -0.661  0.4281
H: 2.922 2.399 5.526  0.2666
H: 2.880 3.720 3.289  0.5253
C: -0.053 5.083 2.284  -0.6954
C: 5.786 1.148 5.642  -1.1841
C: 1.175 4.984 2.927  -0.7204
O: -2.046 1.387 1.997  -0.6097
H: 1.543 5.805 3.532  0.3517
H: -0.651 5.981 2.390  0.3861
C: 4.212 -1.415 5.718  -1.0426
N: 3.212 -0.130 1.026  -0.2952
Ag: 0.284 -0.903 1.017  -0.4319
H: 0.761 -0.387 -1.614  -0.0032
H: -2.036 -6.527 -3.874  0.3576
H: -2.676 3.209 -3.683  0.3665
N: 0.192 -2.683 -0.242  -1.1902
H: -5.022 2.742 -0.112  0.4596
C: 0.878 -4.605 -2.245  -0.5699
H: 6.683 0.632 5.291  0.3161
C: 0.092 -6.418 -3.621  -0.3276
C: 1.442 2.772 2.023  0.5374
Si: 4.192 0.328 5.019  0.0958
H: 6.025 1.642 0.532  0.4021
C: -0.426 -4.151 -2.049  0.5286
C: -2.684 -1.710 -0.332  -0.4794
H: 2.381 -0.250 -3.457  0.4114

The calculation puts the energy relative to the best compared isomer or geometry (same formula, charge and spin) at 0.00 kcal per mole. The HOMO-LUMO gap comes out at 5.93 eV. The total charge is -2. The LUMO energy is 4.447 eV.

---

The following is a quantum chemistry calculation of a structure of composition C40H36F6N4O4S4Ti, from OMol25.

Each line ends with the Mulliken charge.
Element x y z (Å)
H: 2.447 -1.403 7.617  0.3927
C: 1.812 1.604 -3.379  0.9815
H: 1.167 -0.719 3.101  0.1112
O: 5.051 -1.093 -1.372  -0.6110
C: -1.709 -3.586 -5.499  -0.5244
C: 0.876 -2.870 7.448  -0.4205
O: 3.717 0.269 2.937  -0.6549
C: -2.775 1.626 -0.031  -1.0718
C: -3.513 3.780 1.006  -1.2624
C: -1.987 3.377 2.949  -1.5080
H: -1.094 3.897 -0.341  0.6559
H: -4.800 2.112 0.524  0.2911
F: 5.131 -3.362 0.239  -0.2150
C: -1.259 -3.795 -1.082  0.9367
H: 2.282 -1.069 5.022  0.6007
C: -3.668 1.647 2.304  -1.5306
H: -0.987 3.554 3.357  0.4551
N: 4.457 0.402 0.498  -0.6323
H: -2.224 -5.706 -0.673  0.4360
H: -2.151 -3.793 -7.661  0.3897
H: -2.705 3.830 3.640  0.5634
F: 3.278 3.227 2.700  -0.1947
C: -0.715 -3.755 1.718  0.7075
C: -2.105 4.016 1.563  0.2945
C: -1.071 3.387 0.623  -1.0704
S: 3.513 0.883 1.663  1.2415
F: 5.874 -1.852 1.608  -0.2164
H: -0.702 -4.549 3.702  0.4303
C: 0.644 -1.595 2.738  -0.8351
N: -0.322 1.227 -0.371  0.9693
C: -0.308 -2.688 0.895  -0.5366
H: -0.924 4.868 -4.231  0.3199
H: -1.425 0.176 1.785  0.0801
H: 3.928 1.294 -3.123  0.3218
O: 2.794 -1.277 -0.382  -0.5553
H: -1.597 2.958 -2.153  0.4308
H: -4.257 4.261 1.648  0.5457
C: 1.039 2.423 -4.190  -1.1343
F: 5.315 2.646 2.253  -0.2047
C: -2.250 1.874 2.831  0.3984
H: -1.915 5.090 1.635  0.3059
N: -0.114 -1.675 -1.240  0.8388
C: -1.489 -3.752 -2.443  -0.9083
H: 2.040 0.694 -1.529  0.9635
C: -1.267 -2.598 -4.665  0.4472
H: -1.745 -5.673 1.729  0.4563
H: -0.061 3.517 1.026  0.2741
C: 3.135 1.055 -3.835  -1.6437
C: -0.642 2.569 -2.465  -0.6830
C: 0.700 -2.542 5.004  0.2728
H: 0.058 -0.820 -3.086  -0.0283
H: -1.931 -4.591 -5.172  0.3609
C: -0.177 2.915 -3.727  0.5152
H: -0.225 1.384 2.245  0.1156
H: -2.039 -4.564 -2.906  0.3588
H: -3.602 4.236 0.014  0.5095
C: -1.337 1.883 0.463  1.0734
H: -1.458 -1.278 -7.923  0.4267
C: -1.427 -4.856 1.093  -1.1262
C: 1.339 1.298 -2.111  -1.3345
S: -0.999 -1.140 -5.535  0.0064
H: -2.056 3.564 -4.564  0.3913
H: 0.736 -3.206 8.463  0.4279
C: -1.823 -3.158 -6.851  -0.5991
H: -2.135 1.398 3.809  0.4160
C: -0.341 -1.676 -2.549  -0.2381
C: -1.690 -4.877 -0.226  -1.2039
F: 3.987 3.263 0.661  -0.1895
H: -0.664 3.820 -5.623  0.3928
H: -3.883 0.575 2.250  0.4912
C: -1.000 3.838 -4.586  -1.8948
H: -4.397 2.092 2.988  0.5687
C: 4.065 2.629 1.816  0.5139
C: -1.242 1.252 1.861  -1.6295
H: 3.420 1.462 -4.805  0.4036
S: -0.043 -3.549 6.181  -0.2076
Ti: 0.906 -0.267 -0.037  -0.2156
C: 0.304 -2.612 3.588  0.7000
C: 1.655 -1.750 5.580  -0.3833
S: 4.229 -0.971 -0.221  1.0166
H: -2.929 1.994 -1.043  0.3950
C: -3.792 2.275 0.915  0.3435
C: 1.754 -1.939 6.985  -0.6460
N: 0.366 -1.580 1.403  1.2085
H: 3.103 -0.033 -3.925  0.3209
H: -2.933 0.542 -0.066  0.3941
C: -0.564 -2.719 -0.485  -0.4227
O: 2.122 0.991 1.212  -0.4431
C: 4.807 -2.290 0.953  0.5371
C: 0.094 1.733 -1.610  0.5812
H: 1.387 2.689 -5.182  0.3477
C: -0.415 -3.721 3.067  -1.1570
F: 3.857 -2.614 1.820  -0.1242
C: -1.468 -1.855 -7.012  -0.4737
C: -1.035 -2.678 -3.216  0.8012

The calculation puts the energy relative to the best compared isomer or geometry (same formula, charge and spin) at 3.78 kcal per mole. The HOMO-LUMO gap (alpha / beta) comes out at 5.22 / 7.02 eV. The total charge is 0. The LUMO energy (alpha / beta) is -0.414 / -0.732 eV. The spin multiplicity is 3.

---

The following is a quantum chemistry calculation of a structure of composition C40H36N6PtS2 at a distorted geometry, from OMol25.

Each line ends with the Mulliken charge.
Element x y z (Å)
C: -0.761 2.516 -2.273  -1.4951
C: 0.975 1.752 -4.518  0.3648
C: 1.809 -5.516 2.716  -0.7010
C: -2.503 0.306 2.123  -0.6447
C: -1.808 2.153 0.956  -0.3151
C: -2.964 -1.476 3.676  -0.8299
C: 1.715 3.139 -0.252  -0.3357
C: 0.206 0.536 -5.039  -1.4069
C: -3.863 2.308 2.150  -0.7846
C: 2.866 -4.680 2.502  -0.9934
C: 0.779 -3.406 -1.590  0.7977
N: 1.395 -2.830 2.131  -0.1035
H: 1.285 0.273 1.553  1.2939
C: 1.424 1.521 -3.072  -1.0721
C: 1.271 1.825 0.033  0.7452
H: -2.839 1.372 -3.643  0.5181
C: -1.939 1.531 -4.244  -1.4928
N: 0.550 -5.724 -2.692  -0.4825
C: 1.995 -2.733 -1.636  0.8066
H: -3.068 -3.563 2.257  0.6506
H: -0.288 3.418 -1.883  0.5946
H: 1.956 5.913 0.141  0.3493
H: 2.012 2.372 -2.726  0.4704
H: -0.217 3.175 -5.625  0.4996
H: -5.397 0.893 3.868  0.3672
H: -2.254 1.695 -5.278  0.5335
H: -2.759 -5.918 2.823  0.4093
C: 3.080 -3.272 -2.389  -0.3487
H: -3.022 3.932 1.043  0.4652
H: -4.682 -1.232 4.927  0.3891
C: -1.172 2.750 -3.729  0.2186
C: -0.573 0.087 -2.716  -1.5703
H: -0.104 0.711 -6.073  0.5272
C: -4.499 0.379 3.550  -1.0584
C: 0.662 -4.683 -2.216  -0.2946
H: -2.644 -2.369 4.193  0.6302
H: 2.061 0.636 -3.013  0.4740
H: 1.863 1.912 -5.136  0.3049
H: 3.456 5.284 -0.540  0.3563
C: 0.073 2.986 -4.588  -1.2379
C: 2.603 -3.330 2.220  -0.1347
C: 0.493 -5.009 2.655  1.3411
C: -2.204 -1.020 2.595  0.8389
H: 1.619 1.154 4.115  0.3385
C: 0.191 1.301 -2.166  0.4074
C: -2.066 -3.934 2.414  -0.3952
N: -1.621 0.898 1.290  0.3080
H: 3.181 3.944 2.691  0.3262
C: 2.826 5.289 0.350  -1.7649
Pt: 0.101 -0.806 0.409  3.1005
C: 2.651 3.350 1.956  -0.8786
H: 0.611 3.870 -4.230  0.5184
H: 3.094 2.123 4.260  0.4088
S: -0.660 -2.834 -0.887  -0.2940
H: -1.654 2.307 -1.681  0.4320
S: 2.327 -1.239 -0.898  -0.1896
C: -1.884 -5.290 2.710  -0.9336
H: 3.423 -2.641 2.049  0.4327
C: 0.328 -3.631 2.347  0.0670
C: -4.106 -0.805 4.115  -0.7844
H: 1.955 -6.568 2.928  0.4207
H: -1.432 -0.111 -2.069  0.5195
C: 2.548 1.435 3.618  -1.6484
H: 3.385 5.738 1.169  0.3927
H: 3.142 0.529 3.493  0.2991
H: 0.088 -0.781 -2.691  -0.2672
H: -1.035 2.619 0.362  0.6834
H: -1.567 -0.579 -4.496  0.3658
H: -4.744 2.845 2.480  0.4128
N: 0.575 1.001 -0.788  0.1758
N: 3.976 -3.646 -3.007  -0.4787
C: -3.658 0.988 2.599  1.0762
H: -1.817 3.632 -3.768  0.3246
N: -1.155 -1.694 2.048  -0.6836
C: -1.025 0.309 -4.159  0.3324
H: 1.534 3.588 -1.217  0.7652
C: -0.637 -5.824 2.861  -1.0292
C: 1.586 1.318 1.323  -0.5176
H: -0.503 -6.866 3.121  0.3802
C: -2.925 2.901 1.355  -1.2949
H: 0.844 -0.352 -5.028  0.5085
C: 2.254 2.051 2.277  -0.6827
H: 3.886 -5.036 2.531  0.3950
C: -0.997 -3.056 2.278  -0.2274
C: 2.391 3.887 0.694  0.0341

The calculation puts the energy relative to the best compared isomer or geometry (same formula, charge and spin) at 30.86 kcal per mole. The HOMO-LUMO gap (alpha / beta) comes out at 6.41 / 4.20 eV. The total charge is 0. The LUMO energy (alpha / beta) is -0.252 / -2.430 eV. The spin multiplicity is 5.